(1)
Entry from OMol25: a cluster of 2 separate species, C5H9ClOSi in total at a distorted geometry (ωB97M-V with the def2-TZVPD basis set).

## Properties
**ΔE to the lowest compared entry with this formula, charge and spin**: 54.9 kcal per mole
**Net charge**: 0
**Frontier orbital gap (spin up / spin down)**: 0.2880 / 0.2852 hartree
**E_LUMO (spin up / spin down)**: -0.28 / -0.25 eV
**HOMO level (spin up / spin down)**: -8.11 / -8.01 eV

Geometry (Å):
C -1.4173 0.5655 2.5531
O -1.6205 -0.0088 1.3498
H -0.8079 -1.3580 -3.4449
Si -0.9083 0.3943 -0.0086
H -0.0031 0.1593 -2.7295
C 2.9150 -0.6354 -0.2906
C 2.1662 0.4356 0.0753
H 2.4938 -1.5070 -0.7173
C -1.2345 -0.8328 -1.3970
H -0.3267 0.7639 2.6599
C -0.6675 -0.7531 -2.6061
H -1.9354 -1.6024 -1.2794
H 3.9441 -0.5516 -0.2129
H 2.5267 1.3266 0.5349
H -1.9077 1.5215 2.7120
H -1.7195 -0.2106 3.3813
Cl -1.4974 2.2930 -0.5799

***

(2)
Entry from OMol25: a structure of composition C8H17BF7N2O14S4Zr at a distorted geometry (ωB97M-V with the def2-TZVPD basis set).

## Properties
**Net charge**: -3
**Frontier orbital gap**: 0.1029 hartree
**E_LUMO**: 5.50 eV
**HOMO level**: 2.70 eV

Geometry (Å):
S -7.4040 11.3929 -20.6206
C -0.9537 13.6851 -19.3901
S -3.8089 11.6300 -16.7057
F 1.3551 13.4024 -18.8038
H -2.2183 17.8563 -18.9551
H -5.6869 14.8550 -18.4021
F -5.9120 9.0626 -21.8764
B -5.1942 13.9934 -18.9866
O -4.7471 10.7499 -23.1477
O -3.9199 13.3730 -21.9633
O -2.8498 10.9751 -15.8309
O -5.0205 12.1365 -16.0814
Zr -4.1549 12.2516 -20.0388
H -2.5229 9.2731 -19.9790
H -0.8685 17.4387 -20.0487
H -5.7147 13.7003 -19.9359
H -5.3498 14.9180 -22.2628
H -0.9914 8.1558 -21.8139
N -5.8374 11.2546 -20.7976
H -2.4995 15.5835 -18.3115
O -2.7710 10.9524 -21.2422
C -1.9481 8.6697 -22.0575
S -4.3053 9.5840 -17.7916
H -5.2880 13.1016 -18.3168
O -7.1651 10.6775 -23.1408
F -0.0390 11.8164 -18.2916
C -4.7874 14.2266 -24.2714
C 0.2475 12.7542 -19.1607
O -7.9491 12.6794 -20.9850
F -2.9985 13.0157 -16.9544
H -3.7819 15.2298 -22.6844
C -2.1206 9.7208 -20.8942
H -2.7430 7.8993 -21.9810
H -4.6471 15.1633 -24.8429
O -1.9124 9.1001 -23.3461
O -2.0360 13.2414 -19.6104
C -1.3139 17.2586 -19.0698
N -3.8271 11.2400 -18.2946
H -4.1305 14.2195 -19.2412
O -0.7103 14.9453 -19.2218
H -1.1095 10.0963 -20.6669
O -8.2908 10.2802 -20.4818
C -1.8358 15.8264 -19.1499
H -5.8623 13.9351 -24.3057
O -3.2491 8.6707 -17.4604
C -4.5057 14.3880 -22.7406
H -0.6022 17.4165 -18.2655
F -4.5384 9.1807 -19.3093
S -5.9356 10.5714 -22.4051
O -5.6470 9.4579 -17.2672
F -7.1352 11.6738 -19.0406
F 0.5333 12.1867 -20.3363
H -2.5560 15.6443 -19.9533
O -4.1157 13.2275 -24.9138